This record from OMol25 describes a 2-piece molecular cluster, ClH2NO2S overall at a distorted geometry. The level of theory is ωB97M-V with the def2-TZVPD basis set.

- energy (eV) = -28970.787
- highest occupied orbital energy (spin up / spin down) (eV) = -8.772 / -8.051
- total charge = 0
- HOMO-LUMO gap (spin up / spin down) (hartree) = 0.327 / 0.252
- energy relative to the best compared isomer or geometry (same formula, charge and spin) (kcal/mol) = 85.08

CARTESIAN COORDINATES (ANGSTROEM)
N (0.7832, -0.8141, 0.4500)
O (0.1392, 0.9553, -0.1562)
O (1.2991, -1.5203, -0.3948)
S (-0.7439, 1.3592, -1.3100)
Cl (-2.5790, 1.5499, -0.5002)
H (-0.2387, -1.0933, 0.5925)
H (1.3401, -0.4367, 1.3187)